Entry from the Open Molecules 2025 dataset: one molecule with the formula C4H7ClO2S at a distorted geometry (ωB97M-V/def2-TZVPD).

Last column: Löwdin charge in e.
Element x y z (Å)
1 H -2.84433 -2.20395 0.69191  0.12
2 H -2.96172 -0.62834 -0.13490  0.06
3 H 1.36153 -0.11281 -2.77298  0.03
4 Cl 0.50240 2.32832 1.62618  0.63
5 C 1.67272 0.13213 -1.77451  -0.37
6 C -2.51913 -1.08894 0.71435  0.00
7 C 0.48485 1.05532 0.41244  -0.99
8 S 0.99967 1.71118 -1.16303  0.85
9 H 1.66055 -0.52753 -0.97514  0.00
10 O -0.95106 0.54289 0.43337  -0.10
11 H 2.76194 0.21801 -2.14438  0.07
12 C -1.08964 -0.71425 0.83188  -0.59
13 H -3.25778 -0.79460 1.58086  0.13
14 H 1.06873 0.14121 0.68057  0.08
15 O -0.21445 -1.45539 1.19863  0.09

calculated total energy: -31713.1534 eV
2S+1: 1
ΔE to the lowest compared entry with this formula, charge and spin: 25.82 kJ/mol
orbital gap: 10.049 eV


Entry from the Open Molecules 2025 dataset: one molecule with the formula C5H14N2 (ωB97M-V/def2-TZVPD).

Last column: Löwdin charge in e.
Element x y z (Å)
1 H -1.49920 3.11959 -0.07840  0.07
2 C 2.22286 -1.21986 0.16221  -0.10
3 H -0.03932 1.15278 1.01842  0.09
4 H 0.49024 -0.48895 -1.96777  0.12
5 H 2.78824 -0.28232 0.12130  0.08
6 H -2.71189 2.27383 0.86554  0.07
7 H -1.00859 1.49386 -1.45073  0.10
8 H 2.40771 -1.67560 1.13657  0.08
9 H -1.69455 -0.02146 -0.91947  0.11
10 H -1.31106 3.01223 1.62514  0.07
11 H -0.19906 -2.52943 -0.89837  0.09
12 H 1.24969 0.74041 -1.01992  0.11
13 H 2.59155 -1.84315 -0.66490  0.08
14 C -0.87335 0.68517 -0.73254  -0.24
15 C 0.45971 -0.00441 -0.97617  -0.24
16 N -0.98097 1.15206 0.64337  -0.12
17 H -1.01395 -1.80302 0.51420  0.08
18 H 0.41431 -2.83922 0.75142  0.08
19 C -1.64398 2.43888 0.77389  -0.14
20 N 0.81074 -0.92461 0.06555  -0.30
21 C -0.04827 -2.09469 0.10223  -0.09

calculated total energy: -8391.3644 eV
2S+1: 1
ΔE to the lowest compared entry with this formula, charge and spin: 121.05 kJ/mol
orbital gap: 9.363 eV


Entry from the Open Molecules 2025 dataset: C34H30N2O2PRhS3 as an isolated structure at a distorted geometry (ωB97M-V/def2-TZVPD).

Last column: Löwdin charge in e.
Element x y z (Å)
1 C -3.02057 2.43071 3.12428  -0.09
2 H 0.10273 1.32289 6.73662  0.13
3 C -2.32853 4.50637 1.40811  -0.05
4 C 4.13651 1.95903 0.38455  -0.08
5 S 1.82220 2.24561 -0.99080  1.04
6 C -2.80688 -2.63320 3.83926  -0.05
7 C -1.91112 -1.65155 3.44386  -0.08
8 C 0.47944 0.98093 5.78174  -0.02
9 H 0.71457 -5.38635 2.39094  0.12
10 H 0.94221 -3.04217 1.66236  0.10
11 H -5.60628 -1.44615 2.34234  0.12
12 C 3.18906 3.23741 2.66592  -0.02
13 C 0.06352 -3.61162 1.39715  -0.03
14 H 1.33219 3.45509 1.61229  0.11
15 C 0.11639 0.63822 3.40929  -0.26
16 C -2.09352 -3.79366 0.32660  -0.43
17 S -2.38225 0.11232 -1.00749  0.70
18 C 5.41095 2.93679 3.82374  -0.03
19 N 1.45058 -0.63394 1.04209  -0.11
20 H -2.46891 -3.45091 4.46196  0.12
21 Rh -0.33019 0.10353 0.13502  0.77
22 H 1.38695 4.54872 -0.59753  0.07
23 C -0.32264 1.08719 4.65136  -0.05
24 C -1.20399 -5.67309 1.47810  -0.05
25 H -1.28239 -6.70092 1.80511  0.12
26 H 3.17917 -0.18063 2.01362  0.15
27 H -0.93341 3.13457 0.53912  0.06
28 C -1.67443 3.28785 1.30809  -0.08
29 C -0.07210 -4.92683 1.80765  -0.05
30 P -1.16498 0.66116 2.10638  1.05
31 H -3.09934 -5.69520 0.46469  0.12
32 H -3.32281 1.62098 3.77500  0.11
33 C -3.31710 4.69098 2.36291  -0.04
34 C 2.35124 3.08380 1.57511  -0.07
35 C -3.66269 3.65353 3.21843  -0.04
36 H -3.83300 5.63963 2.43144  0.12
37 H 4.50221 1.46218 -0.50620  0.12
38 C -2.00960 2.24474 2.17234  -0.33
39 N -1.03820 -1.74136 0.12529  -0.16
40 S -3.23559 -2.85077 -0.60737  1.14
41 H -4.43896 3.79421 3.95859  0.12
42 H 0.83079 3.98169 -2.21067  0.07
43 C 2.83877 2.45329 0.43527  -0.43
44 H 2.82194 3.74238 3.55163  0.13
45 C 2.09310 -0.22255 2.05968  -0.05
46 H -2.07333 5.31182 0.73224  0.12
47 C 4.96000 2.12037 1.48821  -0.02
48 H 3.24016 -0.31815 4.34604  0.13
49 C -4.13526 -2.55435 3.44721  -0.04
50 C -2.17723 -1.52625 -0.50742  -1.08
51 H 6.31451 3.47684 3.53932  0.10
52 C -2.22445 -5.11621 0.72959  -0.06
53 H 4.92331 3.48885 4.62447  0.08
54 H 2.04684 -1.74086 -0.39540  0.12
55 C -3.67879 -0.52626 2.23675  -0.11
56 C -4.56950 -1.50467 2.64620  -0.05
57 C -2.34409 -0.59001 2.64770  -0.35
58 C 4.50309 2.76443 2.63924  -0.25
59 H 2.36663 0.32463 6.56496  0.13
60 H 5.97610 1.74596 1.45282  0.13
61 O 0.37336 1.92417 -0.51606  -0.69
62 H 5.73051 1.96879 4.21392  0.09
63 H -1.30756 1.52145 4.75234  0.10
64 H -4.02277 0.28589 1.60956  0.10
65 H 2.56862 4.26836 -1.92014  0.08
66 C -0.96351 -3.04225 0.65340  -0.29
67 C 1.62909 3.94681 -1.47088  -0.20
68 O 2.31308 -0.87173 -0.05255  -0.03
69 H -4.83784 -3.31220 3.76889  0.12
70 C 2.22935 0.06037 4.44144  -0.01
71 H -0.87855 -1.71588 3.76505  0.11
72 C 1.74726 0.43638 5.68531  -0.02
73 C 1.42863 0.15424 3.30550  -0.20

calculated total energy: -87609.4114 eV
2S+1: 1
total charge: +2
ΔE to the lowest compared entry with this formula, charge and spin: 0.00 kJ/mol
orbital gap: 6.712 eV


Entry from the Open Molecules 2025 dataset: C4H4N2O as an isolated structure at a distorted geometry (ωB97M-V/def2-TZVPD).

Last column: Löwdin charge in e.
Element x y z (Å)
1 H -0.00552 0.23136 -1.55104  0.17
2 H 1.11643 -1.63621 -1.26305  0.14
3 C 1.66243 0.06685 -0.10324  -0.21
4 H -2.26747 -0.56178 0.41336  0.14
5 H -1.05429 0.56200 -1.03153  0.17
6 N -0.60727 1.75065 1.85996  0.18
7 O -0.43003 -1.15209 -0.09693  -0.14
8 C 0.66098 -0.73804 -0.80705  -0.22
9 N 2.47196 0.76337 0.33954  0.18
10 C -0.87259 0.87605 1.15188  -0.21
11 C -1.28639 -0.12011 0.16066  -0.22

calculated total energy: -9236.4464 eV
2S+1: 1
ΔE to the lowest compared entry with this formula, charge and spin: 389.94 kJ/mol
orbital gap: 11.140 eV